No. 1
Here is C17H26N4O6S in the gas phase at a distorted geometry from OMol25. Energies are from ωB97M-V/def2-TZVPD.

XYZ file:
```
54
C17H26N4O6S (ωB97M-V/def2-TZVPD)
S -2.78009 0.49201 2.97451
O -2.45738 1.01153 4.27401
O 0.34693 3.29476 -1.16582
O 0.94069 -1.61282 0.52771
O -2.27025 -1.21969 -0.76847
O -4.15458 0.38865 2.59113
O -2.56196 -2.97003 3.88655
N -2.08305 -1.03042 2.77407
N 0.23305 -0.46373 -1.31560
N 3.28398 0.06377 -3.39691
N -1.51165 -2.68894 0.80761
C 3.04537 1.25521 -4.18533
C -1.18638 -2.74350 4.11879
C 0.15139 2.55240 1.14520
C -0.61927 1.90070 2.09220
C -0.91681 -1.32133 3.59247
C 1.57930 3.92142 -0.88068
C -2.33904 1.50810 0.45822
C -0.32606 2.68347 -0.15682
C -2.93584 -2.19937 2.77520
C -2.77297 -2.97712 1.43350
C 4.16043 -0.85230 -4.09778
C -1.37792 -1.71403 -0.10243
C -1.85167 1.38631 1.74714
C 2.04749 -0.57065 -2.97517
C 0.07836 -1.27101 -0.26629
C -1.57831 2.15640 -0.49118
C 1.47663 0.12922 -1.73325
H 2.33288 3.19786 -0.55516
H 5.09088 -0.33768 -4.33271
H 4.38834 -1.69788 -3.45136
H -0.86949 -0.59008 4.40315
H 1.11202 2.94927 1.43026
H 2.25809 -1.60903 -2.71076
H 1.46424 4.69948 -0.12120
H -0.57922 -3.48715 3.58429
H -0.27719 1.80122 3.10965
H 1.30643 1.18529 -1.94493
H -2.86284 -4.04592 1.63868
H 1.28804 -0.57147 -3.77691
H 1.89882 4.37779 -1.81635
H -3.98195 -1.90270 2.89822
H 3.99862 1.74025 -4.38939
H 2.55264 1.03353 -5.14555
H -3.30425 1.09323 0.22053
H -3.55051 -2.66238 0.73577
H -1.01167 -2.84332 5.19039
H 2.42007 1.94904 -3.62822
H 2.18571 0.02978 -0.90914
H -0.00538 -1.26543 2.99017
H -1.93187 2.27367 -1.50302
H -0.60920 -0.28077 -1.84860
H 3.72460 -1.22980 -5.03578
H -0.65820 -2.91579 1.30539
```

Calculated values
maximum force = 1.064 eV Å⁻¹
net charge = 0
calculated total energy = -1732.0424 a.u.

No. 2
Here is a 2-piece molecular cluster, C3H10N9 overall at a distorted geometry from OMol25. Energies are from ωB97M-V/def2-TZVPD.

XYZ file:
```
22
C3H10N9 (ωB97M-V/def2-TZVPD)
N -1.13209 -0.68607 -0.67626
N 0.92730 1.12879 -0.24866
N -0.76622 2.81845 -2.69486
N 1.85823 3.57220 0.00768
N -0.37603 1.91758 -1.88844
N 0.55779 2.13669 -0.97442
N 0.22334 -2.48522 -0.06691
N 1.00910 3.42535 -0.89764
N -0.64802 -1.02537 1.58717
C -0.42500 -1.75686 -0.96298
C 0.28067 -2.11610 1.33818
C -1.21339 -0.34754 0.60589
H 0.77761 -3.28117 -0.34428
H -1.49502 2.49742 -3.32390
H -0.38673 -2.07591 -1.99557
H 1.30502 -1.79963 1.59793
H -1.84039 0.49546 0.86013
H 2.16952 4.54377 0.04675
H -0.74562 -0.73287 2.54872
H 1.62990 1.45958 0.41095
H 0.00236 -2.97941 1.95972
H -0.73421 0.94099 -1.80200
```

Calculated values
maximum force = 1.699 eV Å⁻¹
net charge = +1
calculated total energy = -612.6553 a.u.

No. 3
Here is a 10-piece molecular cluster, C20H35Cl10N5 overall at a distorted geometry from OMol25. Energies are from ωB97M-V/def2-TZVPD.

XYZ file:
```
70
C20H35Cl10N5 (ωB97M-V/def2-TZVPD)
Cl 3.51283 -2.15039 2.26806
Cl -1.30877 2.90915 -4.25260
Cl -0.54338 5.55690 4.35808
Cl -0.89105 -4.09534 -1.09992
Cl -4.65349 -2.22133 -1.71243
Cl 3.43355 -2.01808 5.60880
Cl 2.53723 3.68726 -5.25072
Cl 3.38100 3.82488 -1.91352
Cl -3.36811 5.20739 -2.01635
Cl -1.01558 6.39686 1.17878
N 0.50906 1.75617 -0.26325
N -1.00191 -2.31012 3.70857
N 4.54305 -3.97277 -2.97835
N -2.86134 1.44640 0.77826
N 0.63763 -1.03572 -2.78317
C 3.07027 2.30621 -4.30829
C 0.48527 -0.80791 0.47547
C 2.70326 2.42022 -2.86749
C 1.79439 -1.61502 -5.14716
C 2.09485 -2.45850 3.31024
C -3.18434 -2.56706 5.17376
C -1.94122 -2.39436 4.40010
C 0.48600 0.63478 0.05090
C 0.29055 4.88084 2.91308
C -3.06992 -2.58775 -1.19710
C 1.13103 -1.30041 -3.80015
C -0.58612 4.74787 1.61107
C -1.82344 2.95634 -2.51371
C -2.03501 1.14653 3.36695
C 2.46877 -3.09237 4.63444
C -2.33015 -3.61608 -2.09059
C 3.69918 -3.61324 -2.20922
C -2.52255 1.36172 1.90276
C -3.23017 3.54427 -2.32371
C 2.68545 -3.30423 -1.17637
H 1.77946 -3.82346 -1.48890
H 1.36205 -3.14132 2.88029
H 4.14975 2.45202 -4.26874
H -1.74788 1.90233 -2.24642
H 1.48382 -1.56158 3.41156
H -2.79944 -4.58424 -2.26538
H 3.06527 1.57858 -2.27699
H -3.90375 -3.18325 4.63446
H -3.65481 -1.58659 5.24749
H 1.67591 -0.86828 -5.93229
H -2.58870 -1.61027 -1.16438
H -0.95781 1.00853 3.27363
H -3.80970 3.10405 -1.51225
H -2.22229 2.07770 3.90168
H -2.47514 0.28140 3.86286
H 0.69141 3.88607 3.10759
H 2.97817 -3.69832 -0.20318
H -3.87264 3.21704 -3.14117
H -3.12488 -2.73155 -0.11803
H 1.08799 5.58834 2.68587
H 1.39638 -2.53516 -5.57497
H 1.61755 2.36472 -2.78847
H -2.97526 -2.94993 6.17265
H 2.87810 -1.69661 -5.06350
H -1.04571 3.49084 -1.96822
H -1.55860 4.26976 1.72859
H 1.51976 -1.14756 0.52607
H 1.58489 -3.46603 5.15137
H -0.08129 -1.49025 -0.15820
H 2.37605 -2.25908 -1.18088
H 2.88960 1.32968 -4.75758
H 0.16997 -0.88068 1.51634
H 0.02445 4.31873 0.81663
H -1.97831 -3.24420 -3.05289
H 2.96884 -4.03456 4.41013
```

Calculated values
maximum force = 5.296 eV Å⁻¹
net charge = 0
calculated total energy = -5658.6756 a.u.

No. 4
Here is a 2-piece molecular cluster, C7H15N3O2 overall at a distorted geometry from OMol25. Energies are from ωB97M-V/def2-TZVPD.

XYZ file:
```
27
C7H15N3O2 (ωB97M-V/def2-TZVPD)
O 4.12632 -1.71792 -0.45240
O 4.17453 0.39528 0.08366
N 1.09765 1.62387 1.05173
N 0.20956 0.82209 0.60368
N 2.28906 -0.22760 -0.85311
C -2.77734 0.19178 -0.32461
C -0.77933 -1.28015 0.13377
C 3.41992 -0.57997 -0.45899
C -2.04235 1.52510 -0.15253
C -2.24093 -1.04010 0.41956
C 0.13058 -0.40434 0.83920
C -0.57702 1.38217 -0.43865
H -3.92403 0.23760 -0.11215
H 1.44172 1.26844 1.92145
H 0.03496 2.35453 -0.75264
H -2.09971 1.75180 0.84710
H 1.51828 -0.96718 -1.07270
H -2.82442 -0.02365 -1.33420
H 3.61799 1.16812 0.32736
H -0.55903 0.77451 -1.42718
H 3.51383 -2.52816 -0.82721
H 0.81596 -0.88376 1.64195
H -2.46492 -0.90328 1.52837
H -0.48682 -1.18594 -1.02065
H -0.38900 -2.23455 0.38846
H -2.38889 2.31587 -0.77993
H -2.83655 -1.83454 0.22067
```

Calculated values
maximum force = 5.179 eV Å⁻¹
net charge = 0
calculated total energy = -590.3132 a.u.

Values of energy above the lowest of the compared OMol25 structures with the same formula, charge and spin, in order: 4.4; 53.8; 44.3; 89.0, all in kcal per mole.